1.
C34H65AsF6NO10S4V | ωB97M-V/def2-TZVPD

```
122
Properties=species:S:1:pos:R:3:lowdin_spin:R:1
V 0.32297 0.19042 4.91768 2.8989
As 0.04558 0.67478 1.15009 0.0001
F -1.22055 1.99398 1.26769 -0.0001
F 1.32559 1.91890 1.27250 -0.0004
F 1.32229 -0.67456 1.02340 0.0002
F -1.29371 -0.49893 1.31957 0.0001
F -0.09563 0.77202 -0.61765 0.0001
F 0.20324 0.55242 2.93740 0.0322
C -0.65093 -2.35105 -1.45651 0.0000
C 0.07306 -3.44140 -1.08220 0.0000
C 0.33343 -4.47367 -2.09244 0.0000
C -0.07731 -4.24750 -3.44782 0.0000
C -0.67667 -2.99886 -3.81008 0.0000
C -1.03684 -2.10256 -2.75867 0.0000
N 0.00841 -5.31977 -4.43020 0.0000
O -0.41077 -5.07322 -5.52983 0.0000
O 0.60438 -6.33546 -4.10857 0.0000
H -0.79242 -1.58299 -0.71055 0.0000
H 0.22869 -3.54936 -0.01894 0.0000
H 0.70756 -5.46128 -1.86647 0.0000
H -0.91535 -2.76195 -4.83639 0.0000
H -1.66354 -1.25854 -3.00625 0.0000
C -3.38955 0.95274 -2.62863 0.0000
C -4.18361 2.26500 -2.66399 0.0000
C -4.73074 2.87632 -1.40872 0.0000
C -3.83194 3.89833 -0.68903 0.0000
C -4.37375 4.64716 0.48035 0.0000
C -3.43151 5.67449 1.08306 0.0000
H -2.56668 1.08968 -1.92703 0.0000
H -3.04975 0.63373 -3.61396 0.0000
H -3.93813 0.06729 -2.30749 0.0000
H -3.66096 3.08775 -3.15187 0.0000
H -4.84566 1.87831 -3.43876 0.0000
H -4.99674 2.08883 -0.70360 0.0000
H -5.72236 3.27769 -1.61779 0.0000
H -2.97586 3.40694 -0.22669 0.0000
H -3.26409 4.48519 -1.41099 0.0000
H -5.37175 5.05435 0.31823 0.0000
H -4.57042 3.92215 1.27015 0.0000
H -2.45318 5.23080 0.89836 0.0000
H -3.34249 6.65502 0.61537 0.0000
H -3.59726 5.70949 2.15981 0.0000
C -0.82147 0.74754 -6.48939 0.0000
C -0.43910 1.04767 -5.03669 0.0000
C -0.95624 2.39226 -4.55287 0.0000
C -0.28076 2.79332 -3.24649 0.0000
C -0.46184 4.24604 -2.95497 0.0000
C 0.07502 4.78609 -1.65207 0.0000
H -1.83730 0.39872 -6.67513 0.0000
H -0.17675 -0.10591 -6.69927 0.0000
H -0.54371 1.49165 -7.23588 0.0000
H -0.87320 0.33746 -4.33295 0.0000
H 0.63597 0.97429 -4.87256 0.0000
H -2.03916 2.49550 -4.48399 0.0000
H -0.55863 3.06430 -5.31337 0.0000
H -0.49404 2.15368 -2.39005 0.0000
H 0.78746 2.66802 -3.42339 0.0000
H 0.02109 4.83685 -3.73332 0.0000
H -1.52202 4.44528 -2.79868 0.0000
H -0.21088 5.83610 -1.59012 0.0000
H -0.41656 4.14291 -0.92216 0.0000
H 1.15930 4.80135 -1.54159 0.0000
C 4.65355 -3.84166 4.26926 0.0001
C 3.97646 -3.98198 2.92451 -0.0001
C 3.52640 -2.65996 2.31166 -0.0007
S 3.23543 -1.49141 3.81218 0.0038
O 1.80385 -1.18891 4.07202 0.0224
O 4.10451 -0.38669 3.89393 0.0012
C 3.90585 -2.74241 4.99618 0.0012
H 5.67705 -3.50332 4.10773 0.0000
H 4.89966 -4.72653 4.85623 0.0001
H 3.07483 -4.59446 2.93037 0.0000
H 4.74622 -4.38160 2.26431 0.0000
H 2.76729 -2.59096 1.53250 0.0000
H 4.37244 -2.23911 1.76833 -0.0001
H 3.03914 -3.21188 5.46149 0.0000
H 4.33351 -2.30408 5.89788 0.0001
C 2.98548 -2.06637 -3.23108 0.0000
C 4.03041 -2.91228 -3.97773 0.0000
C 4.42672 -4.10913 -3.02953 0.0000
S 4.10007 -3.61636 -1.31339 0.0000
O 5.40759 -3.39887 -0.65292 0.0000
O 3.13996 -4.48878 -0.67304 0.0000
C 3.45263 -1.91115 -1.79909 0.0000
H 1.95021 -2.40044 -3.29973 0.0000
H 2.98767 -1.10820 -3.75072 0.0000
H 5.01894 -2.45738 -4.04074 0.0000
H 3.68978 -3.22643 -4.96433 0.0000
H 5.40176 -4.54983 -3.23733 0.0000
H 3.76159 -4.96331 -3.15638 0.0000
H 4.24237 -1.19970 -1.55777 0.0000
H 2.76370 -1.68959 -0.98399 0.0000
C -2.98975 -4.55089 3.13504 -0.0001
C -1.86966 -4.08760 2.16321 0.0001
C -0.49129 -4.00239 2.86630 0.0010
S -0.92571 -3.34739 4.52682 0.0022
O -0.80544 -1.84149 4.49649 0.0172
O -0.35857 -4.23937 5.52281 0.0012
C -2.74308 -3.75190 4.37100 -0.0003
H -2.95989 -5.63279 3.26426 0.0000
H -3.94463 -4.39126 2.63422 0.0000
H -2.17732 -3.16138 1.67787 0.0000
H -1.91698 -4.79187 1.33263 0.0000
H 0.26841 -3.41144 2.35470 0.0000
H -0.19538 -5.04069 3.01620 0.0001
H -3.34083 -2.84417 4.28850 0.0000
H -3.20692 -4.17418 5.26242 0.0000
C 0.88966 5.55063 3.03589 0.0000
C -0.60575 5.36695 2.99490 0.0000
C -1.13003 4.98749 4.38463 0.0000
S 0.17842 3.91277 5.13828 0.0031
O -0.04053 2.50417 4.88332 0.0149
O 0.50825 4.40041 6.46931 0.0012
C 1.50841 4.45733 3.91690 0.0002
H 1.11567 6.50416 3.51316 0.0000
H 1.46479 5.56936 2.11016 0.0000
H -0.72022 4.62210 2.20737 0.0000
H -1.08288 6.21865 2.51008 0.0000
H -2.06730 4.43233 4.42208 0.0000
H -1.07527 5.89272 4.98933 0.0000
H 1.78628 3.54987 3.38080 0.0001
H 2.36075 4.81719 4.49320 0.0000
```

DFT total energy   -7513.01327 Eh
Multiplicity   4
Frontier orbital gap (spin up / spin down)   7.11 / 7.17 eV
LUMO energy (spin up / spin down)   -4.33 / -4.26 eV
Net charge   +1
Expectation value of S²   3.75

2.
C42H102N10O6 | ωB97M-V/def2-TZVPD

```
160
Properties=species:S:1:pos:R:3:mulliken_charge:R:1
C 1.46033 0.53930 -5.54290 -1.6828
C -0.01357 0.58466 -5.95793 0.1787
N -0.44817 -0.66506 -6.56520 0.1458
C -0.28210 -1.80606 -5.69675 -1.4636
C -0.84521 -1.69454 -4.27536 0.5012
C -1.78300 -0.50997 -7.11982 0.2616
C -2.18895 -1.63587 -8.07986 -1.5138
H 2.14501 0.25022 -6.33980 0.3389
H 1.66800 -0.08943 -4.67636 0.2485
H 1.74502 1.56124 -5.27246 0.4773
H -0.62955 0.91060 -5.10984 -0.1975
H -0.06240 1.36557 -6.71968 0.5952
H -0.69193 -2.68920 -6.18654 0.3201
H 0.78515 -2.01136 -5.56896 0.4642
H -1.75390 -1.09032 -4.21209 -0.1392
H -0.92641 -2.64360 -3.74260 0.5998
H -0.12291 -1.17836 -3.63066 -0.4232
H -1.76768 0.37389 -7.76558 0.4105
H -2.54263 -0.27058 -6.35670 -0.2458
H -2.08859 -2.64966 -7.69884 0.3738
H -1.51978 -1.51039 -8.93282 0.3542
H -3.21222 -1.49655 -8.42857 0.4062
C -0.76757 3.99242 -5.17909 -0.4598
C -1.45394 4.52728 -3.90227 -1.0318
N -2.18507 3.55784 -3.10690 0.0219
C -3.27173 2.88971 -3.82006 1.3160
C -4.24894 3.86442 -4.46417 -1.7389
C -1.34211 2.54461 -2.49526 0.7225
C -0.11471 3.00415 -1.70508 -0.8941
H -1.43583 3.43738 -5.83799 0.1463
H -0.04558 3.26119 -4.80697 -0.1263
H -0.28385 4.79904 -5.72404 0.5210
H -0.66366 4.96222 -3.28535 0.4676
H -2.09113 5.38778 -4.11292 0.4228
H -2.83720 2.25297 -4.60969 -0.2710
H -3.78597 2.19526 -3.15827 -0.4738
H -4.99590 3.31619 -5.03910 0.4514
H -4.72982 4.47743 -3.70123 0.3840
H -3.75648 4.53713 -5.16550 0.4011
H -0.99702 1.81727 -3.24921 -0.6365
H -1.95832 1.96833 -1.79782 0.3558
H -0.35025 3.87516 -1.08948 0.5738
H 0.71956 3.24208 -2.36574 0.2950
H 0.18307 2.19013 -1.04611 -0.4022
C -6.94830 -0.25101 -1.77655 -1.4677
C -5.45540 0.05669 -1.97349 0.0907
N -4.59536 -1.06752 -2.33241 0.8185
C -4.37434 -1.94268 -1.17960 -0.5611
C -3.14998 -2.84335 -1.33984 -0.8463
C -5.13646 -1.82147 -3.45377 -0.6352
C -5.24982 -0.95614 -4.71409 -1.1193
H -7.03133 -1.03576 -1.01488 0.3277
H -7.44417 -0.62402 -2.67138 0.2579
H -7.46139 0.59111 -1.31347 0.4699
H -5.32290 0.89119 -2.66271 0.0196
H -5.17080 0.47584 -1.00301 0.0618
H -4.22416 -1.30737 -0.30451 0.3227
H -5.24526 -2.57945 -0.96213 0.1940
H -2.90964 -3.20082 -0.33704 0.1525
H -3.35477 -3.65203 -2.03805 0.5542
H -2.28280 -2.27903 -1.68169 -0.2060
H -6.08434 -2.32623 -3.22576 0.3885
H -4.41273 -2.60058 -3.70568 0.4008
H -5.24687 -1.52806 -5.64279 0.4839
H -4.36667 -0.31790 -4.78598 0.0090
H -6.16366 -0.36137 -4.67870 0.2838
C -2.79614 0.06345 1.60663 -1.3262
C -1.69788 0.72483 2.41844 0.5073
N -2.16592 1.90501 3.13320 0.2738
C -1.32186 2.15560 4.30614 -1.2443
C 0.11107 2.53082 3.91474 -0.1268
C -2.37650 3.04633 2.26742 0.3266
C -3.06704 4.20302 3.00159 -1.6958
H -2.44504 -0.87383 1.15805 -0.0619
H -3.17343 0.64097 0.76045 0.1140
H -3.63556 -0.23861 2.23864 0.3717
H -1.32190 -0.01675 3.12452 0.0206
H -0.88707 0.97471 1.71883 0.0615
H -1.32604 1.23969 4.90320 0.3636
H -1.71204 2.89631 5.00831 0.4158
H 0.57211 1.70628 3.37212 -0.1258
H 0.74129 2.75944 4.77740 0.5870
H 0.10999 3.44638 3.31983 0.0996
H -1.44830 3.37837 1.77950 -0.1035
H -3.05844 2.75285 1.46678 0.4170
H -3.72381 3.79952 3.77198 0.3560
H -2.32787 4.85090 3.47840 0.2837
H -3.66150 4.82773 2.33673 0.4634
C 2.47055 3.54021 0.47630 -0.4084
N 2.48905 4.64867 1.40313 -0.0866
C 2.88861 4.55982 2.68820 0.7033
C 2.71683 5.85000 3.47074 -1.3873
O 3.34527 3.54191 3.17843 -0.5115
H 2.78519 3.83208 -0.52596 0.3324
H 1.43558 3.19847 0.43473 -0.2261
H 3.12604 2.71756 0.73938 0.2829
H 2.07946 5.53424 1.16427 0.2192
H 2.87005 6.76053 2.89229 0.3953
H 3.25532 5.87374 4.41176 0.3541
H 1.65391 5.88828 3.74584 0.2940
C 3.30969 -3.94052 3.41981 -0.6706
N 2.50798 -3.78023 2.23075 0.6340
C 2.74477 -4.46070 1.09642 0.7533
C 1.80812 -4.21058 -0.05945 -0.4070
O 3.66252 -5.26733 1.00333 -0.7172
H 2.79401 -4.61523 4.10714 0.3857
H 3.50333 -2.98976 3.91259 -0.0428
H 4.27374 -4.38883 3.21050 -0.0417
H 1.75587 -3.10393 2.22274 -0.2966
H 2.36203 -3.93924 -0.95745 0.3039
H 1.16645 -3.36094 0.18193 -0.3406
H 1.27119 -5.12905 -0.28527 0.3338
C 6.91440 -4.77597 2.65521 -0.7669
N 7.85728 -3.68099 2.79048 -0.1237
C 7.55426 -2.36295 2.76050 0.0975
C 6.10030 -1.95277 2.78377 -0.0683
O 8.44125 -1.51583 2.74441 -0.6793
H 6.11182 -4.66433 1.91915 0.2460
H 6.41510 -5.05653 3.58424 0.1743
H 7.49244 -5.60922 2.25377 0.4217
H 8.83933 -3.88140 2.72038 0.2606
H 6.00980 -0.89265 3.00616 0.3563
H 5.64770 -2.44149 3.65161 -0.2335
H 5.54656 -2.18139 1.87496 0.3285
C 0.48982 -2.52089 5.23206 -0.3515
N -0.59362 -3.16929 4.51053 -0.0686
C -0.78654 -3.07839 3.19807 0.6099
C -1.90937 -3.88776 2.58205 -1.0207
O -0.10420 -2.38831 2.43183 -0.6479
H 0.49424 -2.79137 6.28163 0.3719
H 0.39779 -1.44116 5.13540 0.0550
H 1.42834 -2.80717 4.76256 -0.0716
H -1.10798 -3.93788 4.90970 0.2546
H -1.44160 -4.56920 1.86919 0.2863
H -2.53027 -3.23877 1.96917 -0.0477
H -2.50122 -4.43086 3.31714 0.5373
C 4.98810 -1.89061 6.93047 -0.7516
N 4.89488 -0.54639 6.41874 -0.1095
C 3.86267 -0.11308 5.66372 0.5962
C 3.85817 1.35822 5.29993 -0.8227
O 2.91919 -0.85262 5.40243 -0.4744
H 5.96136 -2.07788 7.37859 0.3584
H 4.81754 -2.61603 6.13357 0.1116
H 4.25395 -2.09789 7.71329 0.2748
H 5.66920 0.06930 6.59200 0.2484
H 2.81618 1.59235 5.08891 -0.1601
H 4.44207 1.58766 4.41426 0.3190
H 4.09986 1.94619 6.18529 0.4837
C 0.07144 -0.73560 -0.85945 -0.9193
N 0.77709 -0.55385 0.38744 1.7520
C 1.98712 0.03357 0.52476 0.6932
C 2.52989 0.05770 1.94766 0.5804
O 2.61765 0.50597 -0.41109 -0.7352
H 0.60327 -0.15117 -1.60986 0.2451
H -0.94594 -0.34865 -0.76744 0.0867
H 0.05167 -1.79457 -1.12318 0.2370
H 0.35007 -0.84133 1.25738 -1.1033
H 3.46047 -0.51281 1.92927 -0.2659
H 1.83312 -0.41882 2.63648 -0.0865
H 2.77079 1.08015 2.23694 -0.3654
```

DFT total energy   -2660.53106 Eh
Energy above the lowest of the compared OMol25 structures with the same formula, charge and spin   0.0 kJ/mol
SMILES   CCN(CC)CC.CCN(CC)CC.CCN(CC)CC.CCN(CC)CC.CNC(C)=O.CNC(C)=O.CNC(C)=O.CNC(C)=O.CNC(C)=O.CNC(C)=O
Frontier orbital gap   8.47 eV
LUMO energy   0.38 eV

3.
C21H28N4O4 | ωB97M-V/def2-TZVPD

```
57
Properties=species:S:1:pos:R:3:mulliken_charge:R:1
C -4.52037 -2.86028 1.12295 -0.7897
C -5.29234 -3.25774 0.12973 0.1008
C -5.76247 -2.39850 -1.01164 -0.8789
N -5.44010 -1.00175 -0.85031 -0.1605
C -4.35298 -0.47160 -1.41908 0.4488
O -3.67746 -0.95930 -2.29555 -0.6565
N -4.00481 0.82196 -0.93958 -0.1098
C -4.45083 1.44790 0.18331 0.7186
O -5.48232 1.18507 0.75792 -0.6961
C -3.53573 2.58833 0.63462 -0.5062
O -2.16612 2.27810 0.44163 -0.3943
C -1.77747 1.09794 1.00139 0.3399
O -2.56597 0.37352 1.56091 -0.6527
C -0.35620 0.81609 0.79648 0.7914
C 0.10129 -0.39242 1.35870 -0.3007
N 0.50068 -1.33969 1.86892 -0.6008
C 0.48770 1.71041 0.20212 -0.1201
C 1.85130 1.51271 -0.13038 1.0820
C 2.82184 2.55881 -0.14700 -1.5265
C 4.02558 2.00436 -0.45537 1.0487
C 5.35905 2.65429 -0.56268 -1.6083
N 3.83015 0.66089 -0.69076 0.3698
C 4.88110 -0.27628 -0.99195 -1.2834
C 5.36297 -0.98506 0.27878 -0.2689
C 6.35992 -2.11399 -0.00015 0.6878
C 7.67312 -1.58182 -0.56998 -1.4399
C 6.62571 -2.88998 1.28837 -1.6288
C 2.52750 0.34175 -0.49249 0.5960
C 1.97380 -0.99135 -0.83181 -2.2458
H -4.21631 -3.53824 1.90143 0.2709
H -4.14696 -1.85326 1.20956 0.1533
H -5.63908 -4.28126 0.07300 0.3308
H -6.84796 -2.49768 -1.12294 0.3501
H -5.28808 -2.73820 -1.93880 0.3798
H -5.84017 -0.50959 -0.05685 0.3566
H -3.15393 1.16936 -1.36701 0.2557
H -3.74336 2.78587 1.69142 0.3112
H -3.72739 3.48644 0.04324 0.3431
H 0.08994 2.69732 -0.00101 0.5310
H 2.63456 3.58507 0.09802 0.4728
H 5.74346 2.60284 -1.58222 0.3112
H 5.26727 3.70086 -0.28677 0.3793
H 6.08382 2.18436 0.10122 0.3050
H 5.70139 0.26725 -1.46159 0.3656
H 4.51178 -1.01909 -1.70400 0.0688
H 4.49232 -1.39922 0.79097 0.3517
H 5.82045 -0.25416 0.94918 0.2167
H 5.91333 -2.79814 -0.73064 0.2837
H 8.38361 -2.39539 -0.69451 0.4274
H 8.11068 -0.84963 0.10558 0.3066
H 7.52582 -1.11558 -1.54081 0.3470
H 7.06900 -2.23857 2.03841 0.3493
H 7.31040 -3.71382 1.10268 0.4471
H 5.70140 -3.29714 1.69082 0.3942
H 2.10134 -1.70196 -0.01423 0.3760
H 0.90766 -0.91153 -1.02842 0.4880
H 2.45757 -1.39720 -1.71955 0.5111
```

DFT total energy   -1337.03448 Eh
Energy above the lowest of the compared OMol25 structures with the same formula, charge and spin   287.0 kJ/mol
SMILES   C=CCNC(=O)NC(=O)COC(=O)/C(C#N)=C/c1cc(C)n(CCC(C)C)c1C
Frontier orbital gap   7.99 eV
LUMO energy   -0.33 eV

4.
C4H5DyO4 | ωB97M-V/def2-TZVPD

```
14
Properties=species:S:1:pos:R:3:lowdin_spin:R:1
O -2.42343 0.74452 0.17520 0.1274
C -2.34781 0.41804 -1.09819 0.0555
O -2.86001 1.08198 -2.00610 0.7669
O -1.49833 -0.57503 -1.31648 0.1272
Dy -1.11982 -0.94392 0.87546 5.7204
C 2.75549 0.42526 -1.01951 -0.0325
C 2.98300 0.71553 0.26454 -0.0002
O 2.15665 0.38850 1.31265 -0.2269
C 1.64964 -0.84110 1.48523 -0.4662
H 3.35516 0.93971 -1.76954 -0.0017
H 2.13734 -0.41388 -1.34349 -0.0039
H 3.81612 1.32809 0.61136 -0.0022
H 1.39160 -1.04043 2.53195 -0.0324
H 2.04490 -1.64185 0.84848 -0.0314
```

DFT total energy   -1341.04733 Eh
Energy above the lowest of the compared OMol25 structures with the same formula, charge and spin   349.2 kJ/mol
Multiplicity   7
Frontier orbital gap (spin up / spin down)   8.22 / 5.09 eV
LUMO energy (spin up / spin down)   -4.92 / -7.57 eV
Net charge   +1
Expectation value of S²   12.91